# 1
Entry from the OMol25 dataset: 7 unconnected molecules or ions with the total composition C28H77N7O7 at a distorted geometry (ωB97M-V with the def2-TZVPD basis set).

Structure (XYZ):
```
119
Properties=species:S:1:pos:R:3:forces:R:3:mulliken_spin:R:1
C -6.75336 -7.16286 3.38245 0.8006 0.7313 0.9974 0.000
C -6.58233 -5.95030 2.48456 0.7949 0.8549 -1.2801 -0.038
C -5.16363 -5.76074 1.77287 -0.3490 -1.8810 -0.4788 0.215
O -4.99818 -4.71602 0.79503 -0.3004 0.6433 1.2102 -0.426
C -3.74453 -4.74114 0.12939 0.6801 -0.0567 0.4642 0.279
N -7.62934 -6.01120 1.46997 0.5538 0.6935 -0.8707 -0.011
H -6.72351 -8.14510 2.91086 -0.0317 0.2337 -0.3898 -0.002
H -7.69903 -7.03227 3.90853 -0.1303 -0.1947 -0.2052 0.007
H -5.99592 -7.15182 4.16620 0.1902 -0.1500 0.0816 -0.022
H -6.78107 -4.99867 2.97752 0.0423 -0.2219 0.7307 0.023
H -5.08099 -6.64350 1.13883 0.0905 -0.7974 0.0871 0.088
H -4.37163 -5.89828 2.50903 0.3197 0.8358 0.0944 0.031
H -3.50189 -5.74939 -0.20626 -0.2343 -0.0858 -0.5691 0.016
H -2.86183 -4.45294 0.70026 -0.2013 -0.1425 1.2040 -0.018
H -3.63565 -3.96605 -0.62921 -1.0781 -0.3336 -0.4973 -0.001
H -7.33068 -5.20111 0.94591 -0.9552 1.0019 -0.4947 0.027
H -7.29642 -6.66103 0.77213 -0.2169 -1.1204 -0.0682 -0.016
C -0.20644 1.92562 5.53020 -1.6871 -0.3693 -2.3051 0.400
C -0.35227 1.91610 3.92850 1.0098 0.3919 0.4735 -1.038
C -1.63746 2.39811 3.28128 -0.3773 -1.1112 1.3709 0.441
O -1.82270 3.73465 3.56077 -1.4114 1.3553 -0.7080 -0.702
C -3.20381 4.15653 3.35944 0.7213 0.3351 1.2683 1.092
N 0.70713 2.77324 3.42026 0.2508 -0.6015 -0.8788 0.078
H 0.81866 1.83537 5.88953 0.0357 -0.1443 -0.3733 0.045
H -0.79490 1.04860 5.79974 -0.1189 0.2702 0.9548 -0.117
H -0.61451 2.89046 5.83132 -0.1682 -0.2387 0.4915 0.026
H -0.30348 0.89181 3.55896 0.6190 -0.1553 0.0575 0.102
H -2.41074 1.77918 3.73634 -0.5611 -0.0485 0.0244 -0.186
H -1.72720 2.24406 2.20596 0.5528 -0.3933 -0.2489 0.535
H -3.91010 3.55869 2.78338 0.7623 -0.6082 -0.4082 -0.315
H -3.20712 5.16094 2.93607 0.0975 0.0337 0.1800 -0.040
H -3.59037 4.14016 4.37845 -0.5080 0.4424 0.0118 -0.008
H 1.52738 2.55189 3.96643 0.2926 0.5458 -0.0970 -0.012
H 0.37636 3.70851 3.60991 0.4610 0.3428 0.0684 -0.034
C 1.95255 -2.42161 -4.44747 0.0648 -1.6737 -0.3935 -0.006
C 0.92755 -2.56773 -3.36041 0.0131 -1.1577 0.4129 0.036
C 1.47941 -3.12433 -2.01421 -0.6936 0.0595 -0.4276 -0.087
O 2.01752 -4.42786 -2.01314 0.2720 0.9670 -1.1928 -0.030
C 2.25922 -4.92534 -0.72268 -0.1366 -1.2439 -0.9943 0.037
N 0.32440 -1.29169 -3.21596 0.0581 1.6285 0.5730 -0.024
H 2.33031 -3.43601 -4.57553 0.4932 0.0653 -0.4654 -0.002
H 2.78445 -1.76487 -4.19306 -0.0569 0.0887 0.2614 0.004
H 1.50229 -2.09085 -5.38340 -0.0289 0.0530 0.0388 0.002
H 0.07362 -3.19455 -3.61725 0.4329 -0.7935 -0.5464 0.000
H 0.58010 -3.24205 -1.40966 0.0279 0.8891 0.6623 0.032
H 2.22215 -2.42089 -1.63791 -0.1045 0.2669 0.4363 0.017
H 3.17825 -4.59259 -0.24023 0.1308 0.4533 -0.1054 -0.002
H 2.37935 -5.95897 -1.04715 0.1359 -0.4945 1.1794 -0.003
H 1.41692 -4.79478 -0.04329 -0.0693 0.0365 0.0033 0.023
H 1.08022 -0.64978 -3.40778 -0.1546 0.6632 0.1118 0.000
H 0.05955 -1.11060 -2.25827 -0.3714 -0.0035 0.3554 0.005
C 0.95910 2.29581 -4.56007 -2.6472 -2.3396 -0.1095 0.010
C 2.40661 2.61215 -4.59104 -0.2249 1.8973 -0.5358 -0.002
C 2.59878 3.76365 -5.63504 0.0142 0.8624 1.5036 0.002
O 2.33256 3.45606 -6.97299 0.8460 -0.0985 -0.0474 -0.004
C 3.51860 2.90139 -7.50849 -0.6553 -1.3146 -1.9697 0.000
N 2.88984 3.00507 -3.27937 1.3980 -0.9001 0.6689 0.001
H 0.78563 1.29406 -4.16700 0.4889 -0.3496 0.6125 -0.008
H 0.46503 2.06490 -5.50383 0.3745 0.7219 -0.7160 0.000
H 0.20347 2.81700 -3.97231 0.6470 1.0619 0.0689 0.026
H 2.88265 1.69527 -4.93864 0.5906 0.1115 0.1737 0.004
H 3.54779 4.29958 -5.65130 0.5949 -0.4934 0.6836 0.002
H 1.93113 4.54442 -5.27067 -0.5904 0.0637 -0.3627 -0.001
H 3.61492 1.85215 -7.22938 0.3202 -0.0227 0.5429 0.001
H 4.47912 3.41201 -7.43935 -0.2231 0.5375 0.9382 0.000
H 3.39486 2.82358 -8.58864 -0.3978 0.1698 -0.1966 0.000
H 2.75547 3.88258 -2.79771 -0.5216 0.4242 -1.1005 0.002
H 2.63325 2.34377 -2.56038 -0.0925 -0.2720 -0.1170 -0.007
C -1.01265 6.20485 0.34190 0.4144 1.0001 -1.5733 -0.127
C -1.01460 5.53027 -1.10385 0.8358 1.1647 1.6252 0.205
C 0.38094 5.57078 -1.74862 -0.2675 1.0912 -0.2702 -0.041
O 0.64975 6.93916 -2.17476 1.3921 -1.3810 -0.4171 -0.027
C 1.91497 7.04760 -2.90659 -0.9121 1.3441 0.3503 0.005
N -1.42630 4.18172 -0.89539 -0.6200 -1.4603 0.0138 0.061
H -0.11665 5.86978 0.86441 -0.3048 -0.6257 0.2944 0.038
H -1.95075 6.04328 0.87288 0.1997 -0.4189 0.0441 0.096
H -0.86040 7.28415 0.34669 -0.1302 0.2544 -0.4347 -0.062
H -1.75437 5.93093 -1.79688 0.2693 0.6116 0.0407 0.021
H 0.42165 4.87643 -2.58786 -0.2121 0.0479 -0.3103 0.036
H 1.17933 5.25023 -1.07936 -0.0663 -0.0678 0.4362 0.008
H 2.52050 7.83572 -2.45904 -0.0738 0.0704 0.4329 -0.003
H 1.68136 7.45282 -3.89114 -0.0410 -0.4307 -0.2666 -0.001
H 2.59744 6.20150 -2.98682 -0.6519 -0.5541 0.1709 0.001
H -2.42195 4.22077 -0.73031 -0.4450 -0.3072 -0.3264 -0.199
H -1.11958 3.87596 0.01705 0.4336 -0.2204 0.2320 0.051
C 1.41832 -1.14770 4.26153 -1.6519 -0.7335 -0.9684 0.345
C 2.24289 -2.40508 4.10360 3.2691 1.2149 -1.1805 -0.147
C 2.47816 -2.92700 2.56008 -0.6423 0.8195 1.9048 -0.050
O 1.84269 -4.14639 2.32787 -0.3346 -0.2278 -0.7536 -0.104
C 2.60088 -5.27806 2.68109 -1.2835 -0.1587 0.8042 0.172
N 3.52743 -1.83044 4.63579 -0.1373 -1.2643 0.5186 -0.002
H 0.44334 -1.34406 3.81549 -0.4700 0.3222 0.3630 -0.147
H 1.83215 -0.32965 3.67193 0.2603 -0.0357 -0.1644 0.114
H 1.36544 -0.79699 5.29222 -0.1972 -0.3253 -0.0532 0.175
H 1.96864 -3.26698 4.71189 -0.2923 0.2230 0.0468 -0.051
H 3.53416 -3.04436 2.31675 0.3272 0.2613 0.3670 -0.063
H 2.07230 -2.15785 1.90296 -0.2253 -0.1495 -0.2412 0.134
H 1.90857 -6.11385 2.57974 0.1556 -0.1770 -0.3240 -0.041
H 2.78630 -5.24372 3.75466 0.6599 -0.0122 0.1546 -0.011
H 3.50196 -5.46497 2.09696 0.1332 0.3242 -0.0918 0.012
H 3.73691 -0.94523 4.19689 0.2030 -0.2229 -0.1376 -0.034
H 4.30527 -2.47378 4.60166 0.1829 0.1353 -0.2261 0.021
C 2.46662 0.42899 -0.25138 -1.6062 0.2123 -0.1374 0.015
C 1.05916 0.95291 -0.59315 0.5315 0.3457 1.3411 -0.469
C 0.00484 0.35650 0.34540 0.7335 -1.2849 -0.5940 0.101
O -0.16829 -1.04242 0.04658 -0.1701 0.5693 0.6024 -1.284
C -1.45763 -1.58070 0.43434 0.8947 1.1412 -2.3184 1.620
N 1.02041 2.40734 -0.47524 -0.0486 0.4912 -1.2201 0.119
H 2.69495 0.83390 0.73453 0.5218 0.0723 -0.1180 -0.018
H 3.09486 0.78615 -1.06738 0.6015 -0.3066 0.4457 -0.010
H 2.36825 -0.65356 -0.17079 0.5211 -0.0820 -0.2142 0.042
H 0.89315 0.77015 -1.65482 -0.4897 -0.2947 0.1184 0.059
H -0.90473 0.95328 0.27729 -0.3447 -0.2814 0.0015 -0.023
H 0.41173 0.36171 1.35660 -0.1291 0.6402 0.3357 0.055
H -1.35032 -2.58659 0.02841 -0.5617 -0.3815 0.9705 0.079
H -2.11898 -1.05119 -0.25146 -0.8099 -0.1265 0.1484 -0.296
H -1.81019 -1.36962 1.44392 0.4783 -0.5413 0.2795 0.188
H 0.18365 2.66916 -0.97663 -0.0632 0.4920 -0.2309 -0.038
H 0.91335 2.84367 0.42933 0.2828 -0.6986 0.6863 0.026
```
Positions in Å, forces in eV/Å.

Computed properties:
* spin multiplicity: 2
* energy above the lowest of the compared OMol25 structures with the same formula, charge and spin: 58.3 kcal per mole
* energy: -2022.643706 Ha
* HOMO-LUMO gap (spin up / spin down): 1.75 / 9.19 eV
* net charge: -1


# 2
Entry from the OMol25 dataset: 2 unconnected molecules or ions with the total composition CH2O2S at a distorted geometry (ωB97M-V with the def2-TZVPD basis set).

Structure (XYZ):
```
6
Properties=species:S:1:pos:R:3:forces:R:3:mulliken_charge:R:1
C -1.08924 0.35593 -0.23449 -0.0624 -6.4218 1.5149 -0.089
O -3.56525 0.37054 -0.05024 -0.2387 -0.8240 0.2034 -0.491
O -0.01531 -1.40235 -0.07585 -1.7066 3.4591 -1.2861 -0.618
S -2.41866 -0.54662 0.08771 0.9825 2.7797 -0.6775 0.500
H -0.86524 1.22125 -0.78805 0.8251 0.8058 -0.5185 0.374
H 0.04673 -1.42171 0.87486 0.2001 0.2011 0.7637 0.324
```
Positions in Å, forces in eV/Å.

Computed properties:
* spin multiplicity: 1
* energy above the lowest of the compared OMol25 structures with the same formula, charge and spin: 127.5 kcal per mole
* energy: -587.783650 Ha
* HOMO-LUMO gap (spin up / spin down): 8.98 / 8.98 eV
* net charge: 0